[1]
Computed, not measured: the molecule C9H11N3O2 in a non-equilibrium geometry, with the ωB97M-V functional and the def2-TZVPD basis.

Geometry as XYZ:
```
25
Properties=species:S:1:pos:R:3:forces:R:3:lowdin_charge:R:1
C 3.198 0.855 0.359 0.0 -0.1 0.0 -0.07
C 2.301 1.830 -0.053 0.1 0.1 0.0 -0.06
C 2.874 -0.484 0.207 0.1 0.0 0.1 -0.07
C 1.091 1.475 -0.608 -0.3 -0.4 -0.1 -0.02
C 1.659 -0.853 -0.335 -0.2 0.0 -0.2 -0.04
C 0.738 0.121 -0.740 0.8 0.1 0.4 -0.21
C -1.976 -1.224 1.098 -0.5 0.5 -0.1 -0.16
C -0.560 -0.169 -1.287 -1.0 -0.6 0.5 0.00
C -1.704 0.215 1.044 0.5 -0.6 -0.1 -0.10
N -1.226 -2.012 0.030 0.5 -0.9 0.2 -0.01
N -1.253 -1.302 -1.149 0.3 1.1 -0.2 0.01
N -2.503 1.005 0.276 0.4 -0.1 0.4 -0.48
O -3.355 0.453 -0.447 -0.7 -0.1 -0.6 -0.05
O -2.327 2.226 0.286 -0.1 0.7 -0.2 -0.03
H 4.152 1.128 0.784 0.1 0.1 0.0 0.11
H 2.547 2.876 0.059 0.0 0.1 0.0 0.11
H 3.569 -1.251 0.514 0.1 0.0 0.0 0.11
H 0.376 2.227 -0.905 -0.1 0.1 0.0 0.12
H 1.460 -1.903 -0.500 0.0 -0.1 0.0 0.11
H -1.674 -1.667 2.044 0.0 -0.1 0.0 0.12
H -3.033 -1.418 0.897 0.2 0.0 0.2 0.11
H -0.950 0.540 -2.007 -0.2 -0.1 -0.1 0.15
H -0.944 0.707 1.624 -0.1 0.2 0.1 0.12
H -0.262 -2.095 0.342 -0.3 0.1 -0.2 0.08
H -2.198 -1.280 -1.535 0.3 0.1 0.0 0.15
```
Positions in Å, forces in eV/Å.

Results
Strongest force on any atom in eV/A: 1.3
LUMO level (spin up / spin down) in eV: -1.074 / -1.072
Net charge: 0
Orbital gap (spin up / spin down) in eV: 6.66 / 6.67

[2]
Computed, not measured: a cluster of 2 separate species, C9H11NO in total in a non-equilibrium geometry, with the ωB97M-V functional and the def2-TZVPD basis.

Geometry as XYZ:
```
22
Properties=species:S:1:pos:R:3:forces:R:3:lowdin_charge:R:1
C 3.545 -1.490 -0.341 -0.4 -5.1 -1.7 -0.31
C 1.006 -0.453 -0.090 -1.0 -3.0 -1.1 -0.02
C 1.115 1.835 0.784 -0.3 -3.1 0.0 -0.10
C 4.082 -0.337 -0.322 -0.2 1.9 1.8 -0.01
C 1.134 3.023 1.309 -1.4 1.1 -0.1 0.00
C -2.672 -0.862 -0.001 -1.1 -0.6 0.5 -0.20
C -1.513 -0.482 -0.436 1.9 -0.2 -0.8 -0.16
C -3.960 -0.190 -0.213 -0.2 3.2 1.9 -0.11
C -0.256 -1.293 -0.465 0.3 0.2 0.5 -0.16
N 0.907 0.623 0.470 0.3 4.5 0.8 0.05
O 3.288 -2.637 -0.539 0.0 2.6 0.8 0.12
H 4.695 -0.001 -1.087 1.1 0.3 -1.3 0.05
H 3.882 0.312 0.506 -0.2 0.3 0.2 0.05
H 2.018 3.609 1.489 0.5 -0.2 0.0 0.04
H 0.188 3.593 1.496 0.7 -0.7 -0.2 0.07
H -2.782 -1.839 0.405 0.3 -0.9 0.6 0.10
H -1.303 0.399 -0.989 -0.7 1.3 -0.2 0.10
H -4.724 -0.280 0.614 1.0 -0.3 -0.8 0.09
H -3.769 0.945 -0.283 -0.5 -1.6 -0.3 0.11
H -4.366 -0.571 -1.100 -1.0 -0.3 -1.4 0.05
H -0.329 -2.115 0.250 0.3 -0.1 0.1 0.11
H -0.188 -1.790 -1.457 0.6 0.5 0.5 0.12
```
Positions in Å, forces in eV/Å.

Results
Strongest force on any atom in eV/A: 5.3
LUMO level in eV: 0.452
Net charge: 0
Orbital gap in eV: 8.13

[3]
Computed, not measured: the molecule C9H11NO in a non-equilibrium geometry, with the ωB97M-V functional and the def2-TZVPD basis.

Geometry as XYZ:
```
22
Properties=species:S:1:pos:R:3:forces:R:3:lowdin_charge:R:1
C -2.671 0.707 0.305 3.1 0.5 0.3 -0.09
C -2.578 -0.650 0.173 0.5 -1.1 -0.7 -0.12
C -1.424 1.417 0.426 -1.1 -2.7 -0.7 -0.01
C -1.428 -1.449 0.033 1.1 2.9 0.2 0.01
C -0.268 0.639 0.394 0.4 1.3 0.5 -0.13
C -0.209 -0.730 0.152 -2.4 -0.2 0.4 -0.22
C 1.179 1.118 0.591 -1.3 -0.9 -3.2 -0.28
C 1.512 2.144 -0.514 1.0 -0.7 -0.6 -0.02
C 1.631 -2.413 -0.282 -0.9 0.1 0.2 -0.02
N 1.037 -1.163 0.103 3.0 0.9 0.5 -0.09
O 1.996 -0.073 0.484 -1.5 -0.9 -0.3 -0.03
H -3.595 1.195 0.176 -0.9 0.5 0.2 0.08
H -3.481 -1.138 0.013 -1.6 -1.0 -0.2 0.08
H -1.479 2.470 0.349 0.5 1.0 0.4 0.10
H -1.399 -2.419 -0.366 -0.5 -1.3 0.0 0.08
H 1.184 1.480 1.545 0.9 1.1 2.6 0.11
H 0.587 2.263 -1.109 0.7 0.3 0.1 0.07
H 2.315 1.653 -1.180 -1.2 1.0 1.0 0.11
H 1.871 3.116 -0.118 -0.2 -0.6 -0.4 0.08
H 2.694 -2.300 -0.545 -0.6 0.1 0.1 0.10
H 1.491 -3.161 0.528 0.3 0.2 -0.5 0.10
H 1.035 -2.708 -1.159 0.5 -0.4 0.0 0.09
```
Positions in Å, forces in eV/Å.

Results
Strongest force on any atom in eV/A: 3.6
LUMO level in eV: 0.952
Net charge: 0
Orbital gap in eV: 8.17
SMILES: C[C@@H]1ON(C)c2ccccc21

[4]
Computed, not measured: the molecule C9H11NO in a non-equilibrium geometry, with the ωB97M-V functional and the def2-TZVPD basis.

Geometry as XYZ:
```
22
Properties=species:S:1:pos:R:3:forces:R:3:lowdin_charge:R:1
C -1.933 0.164 -0.663 -4.6 0.3 -3.2 -0.12
C -2.017 2.520 -0.113 1.3 2.0 0.8 -0.06
C 0.018 1.172 0.418 0.6 3.8 1.7 -0.35
C 0.776 -0.142 0.315 -1.1 2.3 0.5 -0.22
C 1.031 -0.817 1.450 1.9 -1.8 2.0 0.00
C 1.829 -2.057 1.314 -3.9 3.3 6.8 -0.09
C 2.206 -2.363 0.122 4.0 -5.5 -1.7 -0.16
C 2.006 -1.632 -1.017 0.4 -0.8 -0.9 -0.10
C 1.284 -0.533 -0.909 -2.9 4.1 -3.0 -0.07
H -3.030 0.220 -0.194 2.1 -0.3 -1.3 0.12
H -2.078 0.278 -1.953 0.3 -0.2 3.6 0.15
H -1.637 -0.856 -0.540 1.0 -0.2 0.5 0.06
H -2.900 2.713 0.599 1.1 -1.4 -0.9 0.10
H -2.348 2.608 -1.170 0.1 0.6 0.8 0.08
H -1.287 3.366 0.274 -1.3 -1.7 -1.4 0.12
H 0.837 -0.386 2.475 -0.2 -0.6 -1.4 0.14
H 1.921 -2.640 2.334 0.3 0.9 -2.6 0.15
H 2.829 -3.340 0.182 -1.0 1.5 -1.1 0.14
H 2.318 -1.940 -1.974 0.7 -0.5 -0.8 0.10
H 0.913 0.199 -1.835 1.4 -2.3 2.2 0.19
N -1.253 1.257 -0.111 1.1 0.2 1.3 -0.19
O 0.516 2.208 0.996 -1.2 -3.6 -1.7 -0.01
```
Positions in Å, forces in eV/Å.

Results
Strongest force on any atom in eV/A: 8.5
LUMO level in eV: 0.749
Net charge: 0
Orbital gap in eV: 9.91
SMILES: CN(C)C(=O)c1ccccc1

[5]
Computed, not measured: the molecule C9H11NO2 in a non-equilibrium geometry, with the ωB97M-V functional and the def2-TZVPD basis.

Geometry as XYZ:
```
23
Properties=species:S:1:pos:R:3:forces:R:3:lowdin_charge:R:1
C 0.761 -1.638 0.516 0.8 1.1 3.4 -0.36
C 1.963 -0.995 -0.252 -1.6 -0.9 -1.2 -0.46
C -0.524 -1.464 -0.234 -0.7 1.3 -1.4 -0.14
C -1.043 -0.006 -0.146 -0.5 -1.5 -0.4 -0.22
C -1.003 0.766 -1.326 1.4 0.4 0.7 -0.09
C -1.618 0.448 1.061 1.5 1.8 0.0 -0.05
C -1.356 2.102 -1.356 -0.5 0.3 1.6 -0.05
C -1.707 1.888 1.146 -2.3 -1.7 1.0 -0.10
C -1.658 2.659 0.000 0.1 -0.7 -2.8 -0.09
H 1.285 0.003 1.786 -2.0 -4.3 1.1 0.18
H 1.404 -1.845 2.603 -2.4 3.5 -2.6 0.17
H 0.716 -2.699 0.706 1.4 -0.7 -0.5 0.13
H -0.379 -1.963 -1.267 -0.7 1.4 1.3 0.14
H -1.303 -2.025 0.219 -0.4 -0.9 0.7 0.10
H -0.372 0.400 -2.141 -0.8 -0.3 -0.1 0.11
H -1.741 -0.125 2.024 0.2 0.3 -1.6 0.12
H -1.372 2.544 -2.428 0.0 0.1 2.5 0.13
H -2.188 2.273 2.137 1.3 -0.2 -2.0 0.13
H -1.942 3.675 0.094 0.0 0.9 -0.1 0.07
H 1.374 -2.414 -1.587 1.4 2.1 0.8 0.14
N 0.692 -1.077 1.936 4.4 0.7 0.5 -0.04
O 2.646 -0.025 -0.042 -0.9 -1.4 0.4 0.12
O 1.952 -1.581 -1.478 0.4 -1.4 -1.2 0.05
```
Positions in Å, forces in eV/Å.

Results
Strongest force on any atom in eV/A: 5.0
LUMO level in eV: 0.350
Net charge: 0
Orbital gap in eV: 9.29
SMILES: N[C@@H](Cc1ccccc1)C(=O)O

[6]
Computed, not measured: a cluster of 2 separate species, C9H11NO3S in total in a non-equilibrium geometry, with the ωB97M-V functional and the def2-TZVPD basis.

Geometry as XYZ:
```
25
Properties=species:S:1:pos:R:3:forces:R:3:lowdin_charge:R:1
C 1.663 0.056 1.844 -0.1 1.7 -2.3 -0.01
C 1.681 0.870 0.645 -1.8 -2.2 2.1 -0.08
C 0.450 -0.279 2.331 0.4 -1.6 1.7 -0.06
C 0.587 1.210 -0.091 -2.1 -0.5 2.4 -0.04
C -0.667 0.119 1.711 -3.0 1.6 -1.2 -0.18
C -0.674 0.886 0.527 1.2 -0.1 -0.1 -0.10
C -2.038 0.027 2.392 -1.1 1.7 -3.4 -0.07
C -2.943 0.686 1.200 0.1 -3.5 0.4 -0.07
C -2.036 1.373 0.181 0.0 -1.0 0.3 -0.36
N -0.162 -0.979 -2.386 -0.8 1.5 -1.6 -0.17
O 2.156 -1.752 -3.421 0.3 1.2 0.2 -0.31
O 1.459 -2.017 -1.029 0.8 -0.3 0.8 -0.45
O -2.364 2.131 -0.707 0.2 -0.4 0.5 0.09
S 1.515 -1.029 -2.076 -1.1 -1.2 -0.2 0.81
H 2.586 -0.227 2.276 0.7 -0.2 0.5 0.10
H 2.580 1.102 0.288 3.7 1.0 -1.4 0.06
H 0.177 -0.854 3.210 1.1 -0.2 0.3 0.13
H 0.651 1.761 -0.988 0.0 0.6 -0.8 0.10
H -2.506 -0.874 2.768 0.6 -0.7 -0.4 0.11
H -2.141 0.719 3.185 0.5 0.8 1.1 0.09
H -3.563 -0.199 0.800 1.1 1.3 -0.2 0.15
H -3.683 1.285 1.602 -1.4 1.7 0.7 0.08
H -0.403 -0.187 -3.008 0.3 -0.6 0.1 0.06
H -0.817 -0.869 -1.591 1.3 -0.5 -0.1 0.06
H 1.809 -2.353 -4.090 -0.9 -0.2 0.5 0.07
```
Positions in Å, forces in eV/Å.

Results
Strongest force on any atom in eV/A: 4.0
LUMO level in eV: -0.083
Net charge: 0
Orbital gap in eV: 9.37

[7]
Computed, not measured: the molecule C9H11NOS in a non-equilibrium geometry, with the ωB97M-V functional and the def2-TZVPD basis.

Geometry as XYZ:
```
23
Properties=species:S:1:pos:R:3:forces:R:3:lowdin_charge:R:1
C 3.166 -0.149 -0.563 -0.9 -0.4 0.5 -0.08
C 2.461 -1.343 -0.396 0.5 0.1 -0.4 -0.08
C 2.646 0.951 0.080 2.7 2.9 -1.0 -0.12
C 1.261 -1.486 0.308 0.3 0.8 -0.7 -0.08
C 1.456 0.862 0.668 -2.2 -0.1 0.7 -0.11
C 0.702 -0.297 0.691 -3.6 -0.4 1.6 -0.14
C -1.919 1.209 -0.495 -3.7 0.2 -1.2 -0.26
C -2.289 -0.151 -1.176 2.4 -1.1 -0.4 -0.25
C -1.018 -0.328 1.180 3.8 -0.2 -1.1 -0.33
N -1.721 0.848 0.873 0.2 1.6 1.4 -0.13
O -3.182 -1.735 0.854 -0.7 -0.6 0.0 -0.56
S -1.935 -1.578 0.089 0.1 2.0 0.0 0.93
H 4.031 -0.032 -1.180 0.4 -0.4 -0.3 0.10
H 2.808 -2.133 -0.990 0.6 -1.5 -0.3 0.08
H 3.099 2.037 0.047 -0.5 -2.5 0.0 0.15
H 0.704 -2.407 0.461 0.4 0.0 -0.4 0.09
H 1.111 1.765 1.074 -1.1 1.0 0.6 0.09
H -1.155 1.750 -1.103 0.1 -0.6 0.8 0.11
H -2.894 1.868 -0.612 1.9 -0.9 0.6 0.14
H -3.252 -0.423 -1.671 0.6 0.7 0.8 0.09
H -1.473 -0.228 -1.930 -0.7 -0.7 0.1 0.07
H -0.975 -0.625 2.271 -0.7 0.3 -1.4 0.14
H -1.633 1.624 1.519 0.0 -0.3 -0.1 0.13
```
Positions in Å, forces in eV/Å.

Results
Strongest force on any atom in eV/A: 4.1
LUMO level in eV: 0.741
Net charge: 0
Orbital gap in eV: 9.41

[8]
Computed, not measured: a cluster of 2 separate species, C9H11O2 in total in a non-equilibrium geometry, with the ωB97M-V functional and the def2-TZVPD basis.

Geometry as XYZ:
```
22
Properties=species:S:1:pos:R:3:forces:R:3:lowdin_charge:R:1
C -3.304 -0.263 -0.798 -0.9 1.2 -2.1 -0.08
C -0.056 1.095 0.704 -2.2 0.9 1.6 -0.05
C -0.570 1.441 1.985 0.9 1.4 -0.4 -0.10
C -1.045 0.664 -0.141 2.0 -1.8 -3.6 -0.09
C -2.408 0.594 0.048 -0.3 -1.3 2.6 -0.30
C -1.901 1.304 2.336 -2.1 0.1 -1.7 -0.10
C -2.874 0.871 1.357 2.1 -0.2 -0.8 -0.05
H 0.922 1.250 0.278 0.5 -0.4 0.5 0.09
H 0.016 2.079 2.648 0.3 -0.6 0.2 0.09
H -0.581 0.167 -1.069 -1.1 1.1 0.9 0.14
H -2.296 1.762 3.233 0.3 -0.4 0.4 0.08
H -3.374 0.106 -1.889 0.3 -0.6 1.5 0.10
H -4.338 -0.182 -0.415 0.4 -0.3 -0.2 0.06
H -3.892 0.517 1.452 -0.2 0.7 1.1 0.08
H -2.994 -1.311 -0.828 0.0 0.1 0.1 0.08
C 2.117 -2.316 -0.808 0.8 2.1 1.6 -0.05
C 3.045 -1.091 -1.193 -1.3 0.0 -1.6 -0.79
O 2.510 0.036 -1.016 0.2 0.1 0.5 -0.12
O 4.104 -1.345 -1.791 0.4 -0.2 0.4 -0.10
H 2.715 -2.855 -0.078 -0.2 -0.8 -0.1 0.05
H 1.763 -2.869 -1.642 0.1 -0.6 -0.7 0.04
H 1.287 -1.837 -0.280 -0.2 -0.4 0.0 0.04
```
Positions in Å, forces in eV/Å.

Results
Strongest force on any atom in eV/A: 4.5
LUMO level in eV: 3.177
Net charge: -1
Orbital gap in eV: 7.20

[9]
Computed, not measured: a cluster of 2 separate species, C9H11O3 in total in a non-equilibrium geometry, with the ωB97M-V functional and the def2-TZVPD basis.

Geometry as XYZ:
```
23
Properties=species:S:1:pos:R:3:forces:R:3:lowdin_charge:R:1
C 1.166 2.328 -0.448 0.6 0.4 -0.2 -0.05
C 1.884 3.129 0.697 -0.4 0.3 -0.8 -0.80
O 1.169 3.390 1.686 0.1 -0.2 0.3 -0.11
O 3.040 3.522 0.421 0.1 -0.2 0.3 -0.12
H 0.405 2.993 -0.878 -0.1 -0.3 0.2 0.06
H 0.748 1.380 -0.137 -0.4 0.1 0.4 0.02
H 1.868 2.102 -1.249 0.2 0.0 -0.1 0.05
C -3.106 -0.932 0.362 0.1 -0.9 0.6 -0.06
C -1.074 -0.705 -1.059 -0.6 0.5 -0.9 -0.06
C -1.630 -1.030 0.177 1.3 0.4 -0.8 -0.29
C 0.265 -0.807 -1.343 1.4 -0.7 1.3 -0.04
C 1.125 -1.334 -0.372 -0.4 0.0 0.0 -0.34
C -0.725 -1.517 1.102 -0.7 -1.2 1.2 -0.05
C 0.620 -1.744 0.853 0.1 0.2 -1.1 -0.03
O 2.459 -1.456 -0.696 0.0 0.1 0.8 0.03
H -1.750 -0.347 -1.836 0.1 0.1 0.1 0.12
H 0.857 -0.484 -2.174 -0.7 0.3 -1.0 0.12
H -3.338 -1.264 1.377 -0.3 0.2 0.0 0.07
H -3.559 -1.658 -0.312 -0.3 0.1 -0.1 0.08
H -1.112 -1.942 2.031 0.0 0.4 0.0 0.11
H 2.958 -1.330 0.134 -0.2 -0.1 -0.7 0.12
H 1.263 -2.339 1.484 -0.1 0.2 0.5 0.11
H -3.534 0.044 0.181 0.1 0.3 0.0 0.08
```
Positions in Å, forces in eV/Å.

Results
Strongest force on any atom in eV/A: 2.0
LUMO level in eV: 3.055
Net charge: -1
Orbital gap in eV: 6.79

[10]
Computed, not measured: a cluster of 2 separate species, C9H11O3 in total in a non-equilibrium geometry, with the ωB97M-V functional and the def2-TZVPD basis.

Geometry as XYZ:
```
23
Properties=species:S:1:pos:R:3:forces:R:3:lowdin_charge:R:1
C -2.618 2.513 -1.958 0.5 0.7 0.1 -0.05
C -2.702 0.966 -1.886 -0.2 1.2 0.2 -0.71
O -3.685 0.469 -2.440 0.3 -0.5 0.0 -0.04
O -1.789 0.439 -1.173 -0.2 0.0 -0.6 -0.07
H -3.408 2.954 -1.346 -0.1 -0.1 0.0 0.06
H -2.749 2.932 -2.958 -0.2 -0.4 -0.2 0.05
H -1.670 2.930 -1.595 -0.1 -0.4 0.1 0.05
C 3.137 0.374 3.097 0.1 0.0 -0.6 -0.07
C 0.588 -1.041 -0.100 -0.3 -2.2 1.1 -0.36
C 0.165 -1.148 1.268 1.3 0.1 -1.3 0.00
C 1.943 -0.841 -0.328 0.4 2.1 0.5 -0.02
C 1.010 -0.707 2.271 -1.2 0.9 0.0 -0.08
C 2.723 -0.233 0.688 -0.7 -1.3 -1.0 -0.07
C 2.270 -0.192 1.988 0.4 0.5 0.7 -0.32
O -0.281 -1.476 -1.016 0.1 0.4 -1.2 -0.05
H -0.944 -0.699 -1.331 0.2 -0.5 1.0 0.06
H -0.725 -1.744 1.403 -0.5 0.6 0.3 0.11
H 2.455 -0.840 -1.284 -0.7 -0.3 -0.3 0.10
H 0.547 -0.420 3.218 0.4 -0.9 0.3 0.10
H 3.652 0.153 0.287 0.4 0.1 0.8 0.10
H 3.783 1.098 2.589 0.3 0.0 0.6 0.07
H 3.733 -0.413 3.572 0.2 0.1 -0.2 0.07
H 2.613 0.856 3.924 -0.3 0.1 -0.3 0.06
```
Positions in Å, forces in eV/Å.

Results
Strongest force on any atom in eV/A: 2.5
LUMO level in eV: 3.304
Net charge: -1
Orbital gap in eV: 8.09